(1)
22
Properties=species:S:1:pos:R:3 method="wB97M-V/def2-TZVPD" e_tot_ha=-346.493642 smiles=CNC[C@H]1CCCN1 total_charge=0 gap_ev=9.41
C -2.91 0.14 0.82
N -1.70 0.20 1.66
C -0.49 0.54 0.95
C 0.02 -0.51 -0.09
C 0.37 0.15 -1.45
C 1.90 0.35 -1.40
C 2.29 -0.12 0.00
N 1.28 -1.06 0.42
H -3.51 -0.70 1.15
H -2.68 -0.05 -0.23
H -3.47 1.08 0.94
H -1.58 -0.70 2.10
H -0.60 1.53 0.48
H 0.30 0.64 1.69
H -0.73 -1.28 -0.22
H 0.14 -0.52 -2.28
H -0.19 1.06 -1.60
H 2.35 -0.30 -2.15
H 2.23 1.36 -1.63
H 3.31 -0.49 -0.01
H 2.25 0.72 0.69
H 1.43 -2.03 0.17

***

(2)
69
Properties=species:S:1:pos:R:3 method="wB97M-V/def2-TZVPD" e_tot_ha=-3663.495640 total_charge=0 gap_ev="6.13 / 6.13"
Ti 0.79 1.75 -0.94
O 3.33 4.31 0.97
C 2.80 3.28 0.28
O 1.66 3.46 -0.32
C 3.42 2.06 0.14
C 4.77 1.66 0.38
C 5.29 0.62 -0.33
C 4.50 0.03 -1.38
C 3.21 0.36 -1.51
N 2.59 1.22 -0.61
C 2.27 0.03 -2.62
O 2.42 -0.87 -3.41
O 1.21 0.85 -2.59
H 2.75 5.07 0.81
H 5.37 2.23 1.08
H 6.31 0.31 -0.17
H 4.95 -0.64 -2.11
O -0.12 1.99 0.92
N -0.67 3.19 1.09
C -0.64 3.70 2.34
C -1.25 4.89 2.63
C -1.89 5.58 1.59
C -1.90 5.05 0.33
C -1.27 3.83 0.05
S -1.25 3.12 -1.52
H -0.11 3.09 3.05
H -1.21 5.28 3.63
H -2.38 6.52 1.79
H -2.38 5.56 -0.50
C -3.14 -2.28 1.71
Si -2.09 -0.73 1.59
C -3.25 0.73 1.36
C -1.06 -0.51 3.14
Sb -0.47 -0.82 -0.37
Si 1.10 -2.75 0.26
C 0.17 -4.04 1.25
C 2.45 -2.00 1.32
C 1.79 -3.52 -1.29
Si -1.86 -1.77 -2.28
C -3.40 -0.71 -2.40
C -0.85 -1.68 -3.84
C -2.34 -3.55 -1.91
H -3.80 -2.21 2.58
H -2.55 -3.19 1.80
H -3.78 -2.38 0.82
H -3.89 0.83 2.24
H -3.89 0.60 0.49
H -2.70 1.66 1.23
H -1.70 -0.36 4.02
H -0.41 0.35 3.03
H -0.44 -1.39 3.33
H -0.22 -3.64 2.19
H 0.85 -4.86 1.50
H -0.67 -4.46 0.69
H 2.02 -1.52 2.21
H 3.01 -1.25 0.77
H 3.14 -2.77 1.65
H 1.00 -3.99 -1.88
H 2.51 -4.29 -1.02
H 2.29 -2.79 -1.93
H -3.14 0.33 -2.59
H -3.98 -0.76 -1.48
H -4.04 -1.06 -3.22
H -0.46 -0.67 -4.00
H -1.47 -1.96 -4.70
H 0.01 -2.35 -3.81
H -2.97 -3.63 -1.03
H -1.45 -4.17 -1.75
H -2.88 -3.97 -2.76

***

(3)
19
Properties=species:S:1:pos:R:3 method="wB97M-V/def2-TZVPD" e_tot_ha=-994.004789 smiles=CCCSSCC total_charge=0 gap_ev=8.96
C -2.29 0.29 -1.68
C -1.65 -0.63 -0.60
C -0.53 -1.67 -1.18
S 1.20 -0.87 -1.24
S 1.22 1.10 -0.38
C 1.63 0.36 1.16
C 2.30 1.26 2.22
H -3.24 0.06 -2.19
H -2.47 1.40 -1.29
H -1.56 0.49 -2.43
H -1.17 0.06 0.16
H -2.35 -1.14 -0.01
H -0.79 -1.91 -2.26
H -0.37 -2.53 -0.41
H 2.06 -0.65 1.30
H 0.66 -0.12 1.49
H 2.01 0.97 3.22
H 3.45 1.30 2.16
H 1.91 2.22 1.97

***

(4)
54
Properties=species:S:1:pos:R:3 method="wB97M-V/def2-TZVPD" e_tot_ha=-1443.556644 total_charge=+1 gap_ev=6.48
C 0.86 -2.22 1.31
C -0.44 -2.61 0.83
C -0.56 -2.17 -0.54
H -1.17 -3.18 1.38
C 0.68 -1.55 -0.90
C 1.55 -1.57 0.24
H 2.60 -1.27 0.26
H 1.29 -2.50 2.27
H -1.39 -2.38 -1.21
H 0.94 -1.21 -1.90
C -0.75 2.11 0.02
C -0.29 2.23 1.37
C 1.04 1.71 1.44
H -0.82 2.72 2.19
C 1.42 1.28 0.12
C 0.30 1.51 -0.76
H 0.29 1.35 -1.83
H -1.69 2.50 -0.38
H 1.70 1.75 2.31
H 2.41 0.97 -0.18
Zr -0.38 -0.18 0.83
O -0.03 -0.15 -3.53
C -1.25 -0.70 -4.02
C -0.02 -0.97 -4.83
H -1.65 -1.53 -3.43
H -1.95 0.04 -4.44
H 0.44 -1.96 -4.72
H 1.16 -1.95 -7.04
C 0.83 -0.91 -7.18
C 0.23 -0.26 -6.08
C -0.19 1.08 -6.22
H -0.62 1.60 -5.36
C -0.06 1.72 -7.46
H -0.41 2.74 -7.55
C 0.52 1.06 -8.55
H 0.61 1.57 -9.51
C 0.97 -0.26 -8.40
H 1.41 -0.79 -9.25
O -1.42 -2.32 3.76
C -1.08 -1.15 3.80
O -0.87 -0.36 2.73
C -0.81 -0.47 5.10
C -0.94 0.93 5.23
C -0.67 1.54 6.45
C -0.21 0.76 7.53
C -0.08 -0.64 7.40
C -0.39 -1.24 6.19
N 0.20 1.40 8.74
O 0.09 2.64 8.83
O 0.67 0.69 9.66
H -1.25 1.54 4.38
H -0.79 2.61 6.58
H 0.27 -1.22 8.25
H -0.31 -2.32 6.08

***

(5)
18
Properties=species:S:1:pos:R:3 method="wB97M-V/def2-TZVPD" e_tot_ha=-327.039778 smiles="C=C(N)CCCO" total_charge=0 gap_ev=9.02
C -2.17 0.24 1.58
C -1.51 -0.22 0.50
N -2.06 -1.18 -0.32
C 0.17 0.18 0.44
C 0.60 -0.03 -0.94
C 2.23 0.53 -0.95
O 3.04 -0.22 -0.07
H -1.73 0.98 2.24
H -3.15 -0.14 1.87
H -1.86 -1.08 -1.31
H -3.04 -1.39 -0.16
H 0.64 -0.51 1.15
H 0.25 1.21 0.78
H 0.07 0.57 -1.68
H 0.66 -1.08 -1.22
H 2.31 1.60 -0.74
H 2.58 0.36 -1.97
H 2.97 0.16 0.81

***

(6)
13
Properties=species:S:1:pos:R:3 method="wB97M-V/def2-TZVPD" e_tot_ha=-340.723299 smiles=Cc1cnc(N)o1 total_charge=0 gap_ev=9.04
C -2.18 0.55 0.18
C -0.86 -0.15 0.01
C -0.31 -1.38 -0.26
N 1.08 -1.31 -0.12
C 1.31 -0.07 0.04
N 2.55 0.48 -0.11
O 0.23 0.70 0.22
H -2.29 1.38 -0.53
H -3.00 -0.15 0.02
H -2.31 0.98 1.19
H -0.19 -2.18 -0.97
H 2.70 1.36 0.34
H 3.28 -0.22 -0.01